13
Properties=species:S:1:pos:R:3:lowdin_charge:R:1 method="wB97M-V/def2-TZVPD" energy_ev=-20514.70486 relative_energy_kj_mol=23.4
F -2.533 -1.175 -0.324 0.033
H -2.237 -0.205 1.431 0.161
C 1.771 1.027 -0.078 -0.514
S 2.564 -0.616 0.049 0.712
C -1.891 -0.169 0.366 -0.415
C 0.248 0.880 -0.038 -0.148
F -2.332 0.981 -0.143 0.053
H 0.061 -1.221 0.471 0.082
H 2.171 1.568 -0.951 0.079
C -0.389 -0.249 0.257 -0.066
H -0.275 1.823 -0.119 0.109
H 2.078 1.574 0.788 0.055
H 2.539 -0.876 -1.250 -0.141


9
Properties=species:S:1:pos:R:3:lowdin_charge:R:1 method="wB97M-V/def2-TZVPD" energy_ev=-17971.38907 relative_energy_kj_mol=362.4
O 1.146 0.563 -0.418 -0.217
S -1.661 0.711 -0.646 0.919
H 0.644 -0.913 0.316 -0.080
H 1.625 0.665 -1.288 0.121
H 2.154 -0.587 0.723 0.093
N -1.164 -0.591 0.042 -0.299
H -1.599 -0.476 0.986 0.038
O -2.596 1.301 0.293 -0.519
N 1.451 -0.673 -0.007 -0.056


34
Properties=species:S:1:pos:R:3:lowdin_charge:R:1 method="wB97M-V/def2-TZVPD" energy_ev=-40279.60183 relative_energy_kj_mol=3.0
H -3.314 2.132 0.197 0.101
O 4.677 -0.874 1.052 -0.277
S 3.841 0.360 1.278 0.672
H -1.610 -0.782 -2.461 0.087
H -3.146 -0.037 -2.953 0.108
N 2.104 -2.697 -0.343 0.019
H 2.864 -2.056 -0.565 0.073
H 2.423 -3.658 -0.356 0.075
H 4.532 2.152 1.605 0.002
H 0.847 -3.133 1.281 0.116
I 1.670 3.310 2.013 0.839
H 2.239 -2.255 1.696 0.093
H -4.165 -0.407 -0.831 0.082
C -2.301 0.547 -0.934 -0.591
H -3.965 1.731 -1.623 0.115
H -0.522 -1.722 -0.584 0.097
H -2.877 -1.569 -0.387 0.067
C -0.976 0.442 -0.224 -0.131
C -0.346 1.508 0.415 -0.087
H -3.484 -0.344 0.666 0.079
C 0.780 1.388 1.239 -0.445
H -1.646 0.983 -2.969 0.090
C 1.500 -2.362 0.919 -0.207
C 0.859 -0.964 0.710 -0.109
H -2.522 2.785 -1.108 0.109
O 3.608 0.943 0.019 -0.236
C -2.159 0.187 -2.418 -0.058
C -3.102 1.797 -0.864 -0.094
O 2.402 -0.039 2.162 -0.126
C -0.259 -0.814 -0.144 0.067
C 1.400 0.143 1.323 -0.452
C -3.206 -0.571 -0.341 -0.046
O 4.708 1.410 2.120 -0.115
H -0.854 2.464 0.407 0.083


88
Properties=species:S:1:pos:R:3:lowdin_charge:R:1 method="wB97M-V/def2-TZVPD" energy_ev=-158815.00561
H 3.636 5.056 -4.135 0.120
H -2.805 0.845 1.494 0.092
C 0.578 -0.147 3.733 -0.563
C 2.955 -4.938 0.884 -0.551
C 3.755 4.156 -3.538 -0.201
C -0.775 -1.930 0.300 -0.543
C -2.820 -1.974 1.242 -0.077
H 0.282 -4.558 0.243 0.118
C 0.717 -5.039 1.116 -0.099
H -0.472 4.181 -2.764 0.074
O -1.663 -2.759 0.904 0.054
H 1.523 -2.569 2.801 0.112
H -4.408 0.305 0.947 0.093
C -1.884 2.744 -6.289 -0.565
O 4.800 1.761 0.194 -0.283
H 4.087 3.311 -4.137 0.127
H -2.702 -1.602 2.262 0.139
F 6.777 3.005 -0.493 -0.155
H 1.652 4.086 -4.777 0.113
N 4.432 3.891 -1.152 -0.381
H -2.252 1.104 6.179 0.097
C -5.001 -2.231 6.330 -0.570
O 6.023 5.856 -0.208 -0.366
H 1.277 5.355 -3.654 0.121
O -1.350 -0.751 -0.008 0.102
H 4.930 5.527 -2.412 0.093
C 4.833 4.450 -2.482 -0.231
H 2.232 -1.253 0.695 0.068
H 6.684 5.169 -0.401 0.043
C 3.047 -0.908 1.331 0.001
C -2.769 -0.874 0.206 -0.322
H -3.356 1.129 4.798 0.089
H -0.578 -7.304 0.124 0.091
H 2.786 -2.363 4.024 0.143
H 5.802 4.096 -2.797 0.112
H -0.353 3.319 -4.279 0.034
C -2.885 0.487 5.543 -0.031
C -4.253 0.317 -7.278 -0.023
H -2.262 -0.218 5.007 0.059
C 2.541 -0.639 2.723 -0.295
H -3.159 0.454 -5.434 0.158
O -5.741 -3.102 6.008 0.160
C -3.426 1.092 -6.281 -0.330
H -2.437 -1.595 7.164 0.141
H -3.266 -0.613 8.392 0.137
O 5.450 1.831 -2.070 -0.222
H 0.361 2.601 -2.847 0.082
O 1.906 -4.328 1.487 0.029
O 1.363 0.203 2.700 0.099
O -2.903 3.188 -5.513 0.063
H -3.322 1.170 -0.150 0.086
O -4.391 -2.145 7.537 0.062
H -4.632 2.883 -6.593 0.140
H -4.381 0.889 -8.197 0.093
H -3.222 -1.199 -0.735 0.156
H 1.353 -7.005 1.756 0.157
C -3.933 -0.234 6.352 -0.325
H 0.499 -6.708 -1.158 0.093
S 5.331 2.518 -0.850 0.475
Br 4.852 4.218 2.048 0.338
C -3.367 0.436 0.653 -0.014
H 0.883 -8.200 -0.318 0.085
C 0.462 -7.203 -0.187 -0.022
P 4.549 5.200 0.055 0.569
C 0.168 3.537 -3.354 -0.048
O 2.577 -6.128 0.355 0.090
O 4.052 -4.489 0.826 0.166
C 1.438 4.279 -3.726 -0.260
H 3.436 0.006 0.885 0.060
O -4.649 -1.188 5.540 0.077
H -4.662 0.474 6.756 0.156
O -0.395 0.455 4.077 0.124
O 2.528 3.882 -2.904 -0.146
C -3.384 -1.125 7.440 -0.090
C 1.252 -6.425 0.834 -0.323
H -3.723 -2.577 1.183 0.141
C 2.015 -1.853 3.451 -0.075
O 1.020 -1.278 4.326 0.065
H -0.007 -5.022 1.928 0.143
H 3.306 -0.130 3.315 0.158
H -4.673 2.264 -4.928 0.138
O 0.364 -2.205 0.089 0.151
H -5.233 0.079 -6.865 0.091
C -4.053 2.385 -5.812 -0.092
O -0.850 3.311 -6.431 0.156
H 3.841 -1.655 1.338 0.095
O -2.206 1.567 -6.877 0.090
H -3.754 -0.613 -7.546 0.087


26
Properties=species:S:1:pos:R:3:lowdin_charge:R:1 method="wB97M-V/def2-TZVPD" multiplicity=2 energy_ev=-46405.81822 total_charge=+3
H -0.129 2.664 2.116 0.156
C 1.181 0.381 3.196 -0.122
H -0.900 -0.123 3.110 0.136
O 2.784 -2.162 -4.332 0.260
H 2.231 -0.902 1.848 0.144
N 1.413 -0.328 1.961 0.056
H 1.848 1.254 3.267 0.159
C -0.562 1.660 1.981 -0.131
C -2.090 -0.116 -1.432 -0.001
C -0.279 0.777 3.185 -0.127
H -1.641 1.782 1.830 0.143
C 1.000 0.151 0.764 -0.645
H -0.186 1.494 -0.082 0.114
O -0.045 2.176 -3.470 0.323
C 1.826 -1.773 -3.797 0.071
N -0.027 1.036 0.795 0.043
O -2.386 -1.400 -4.911 0.287
C -1.573 -1.223 -4.049 -0.020
O -1.163 -3.674 -1.220 0.323
C -0.797 -2.656 -1.710 -0.137
C -0.090 1.039 -3.159 -0.153
S 1.807 -0.444 -0.636 0.849
Ce -0.069 -0.889 -2.450 0.675
H -0.530 1.305 4.102 0.146
O -3.031 0.275 -0.919 0.299
H 1.407 -0.303 4.015 0.153


59
Properties=species:S:1:pos:R:3:lowdin_charge:R:1 method="wB97M-V/def2-TZVPD" multiplicity=2 energy_ev=-106612.44924
C 1.234 -2.529 -6.466 -0.058
C -0.296 -0.979 -5.400 -0.086
O 1.397 1.298 -1.377 -0.354
C 1.986 -0.256 -5.570 -0.025
H -1.431 -2.325 3.798 0.094
H 0.494 3.709 4.710 0.141
H -1.670 0.131 -4.109 0.134
C -1.034 2.884 3.323 -0.190
C 1.006 -1.207 -5.830 -0.297
S -0.049 -1.618 0.174 0.768
C 0.508 0.681 -3.902 -0.243
H 4.027 -1.431 0.338 0.110
F -2.053 3.620 3.886 0.020
C -1.422 2.018 2.329 -0.147
H 2.367 -1.026 3.532 0.095
C 3.087 -1.163 2.673 -0.058
H 3.685 -0.232 2.464 0.108
H -1.260 -1.280 2.397 0.038
C -0.607 -0.081 -4.446 -0.043
H 2.775 -2.405 -0.364 0.084
C 0.259 3.059 3.839 0.089
H -5.856 2.197 -0.505 0.094
H 1.524 -3.291 -5.712 0.097
C 0.968 -1.853 1.599 -0.587
H 0.395 -2.991 4.758 0.112
C -2.718 1.960 1.718 -0.197
H 2.943 -0.286 -6.100 0.117
H 0.316 -2.860 -6.953 0.075
N 0.443 -2.266 2.782 -0.180
N -2.771 1.355 0.524 0.051
C -0.380 1.231 1.815 -0.100
C 1.745 0.599 -4.492 -0.069
O -0.919 0.883 -1.825 -0.461
N 2.310 -1.567 1.483 -0.196
Cu -0.979 0.423 0.131 0.314
H 2.076 -2.456 -7.152 0.075
H -3.851 3.038 3.272 0.114
H 1.707 1.015 1.510 0.099
H 2.583 1.103 -4.075 0.109
C -5.023 2.181 0.177 -0.040
C -3.872 2.619 2.254 0.024
C -1.023 -2.266 2.777 -0.103
C -3.899 1.415 -0.248 -0.051
H -3.890 0.975 -1.235 0.114
H 1.063 -4.136 3.550 0.100
H 2.090 -2.841 4.016 0.057
H 3.852 -1.928 2.899 0.092
O 0.185 2.994 -2.732 -0.320
F 2.524 2.496 3.507 0.042
C 1.223 2.243 3.187 -0.251
S 0.345 1.588 -2.356 0.541
H 2.492 -0.687 -0.421 0.045
H -1.454 -3.093 2.225 0.085
C 2.918 -1.469 0.176 -0.086
H -1.133 -1.500 -5.900 0.123
C 1.045 -3.074 3.839 -0.039
H -5.892 3.207 1.904 0.094
C -5.043 2.737 1.478 -0.035
C 0.953 1.437 2.129 -0.038